The following is a DFT calculation (the ωB97M-V functional and the def2-TZVPD basis) of the ion C5H10IN4 with charge +1.

Output
LUMO energy = -4.4899 eV
SMILES string = CCCCn1nnc(I)[nH+]1
gap between HOMO and LUMO = 9.80 eV
multiplicity = 1
E_tot = -712.9199 hartree
energy relative to the best compared isomer or geometry (same formula, charge and spin) = 0.0 kcal/mol
total charge = +1

Element x y z (Å)
1 C -1.8581 1.0110 -1.9329
2 C -1.5350 0.5573 -0.5159
3 C -0.8283 -0.7959 -0.4968
4 C -0.2719 -1.1757 0.8754
5 N 1.1434 -0.8145 1.0257
6 N 2.1392 -1.6270 0.9324
7 N 3.2640 -0.9523 1.0725
8 C 2.9409 0.3322 1.1947
9 I 4.1854 1.9168 1.4310
10 N 1.6077 0.4270 1.2111
11 H -2.4848 0.2765 -2.4400
12 H -2.3885 1.9619 -1.9281
13 H -0.9485 1.1296 -2.5247
14 H -2.4540 0.4910 0.0731
15 H -0.9095 1.3161 -0.0265
16 H -1.5198 -1.5845 -0.7984
17 H -0.0153 -0.7983 -1.2281
18 H -0.2943 -2.2461 1.0678
19 H -0.7911 -0.6684 1.6906
20 H 1.0184 1.2432 1.3171

Atomic forces in eV per Å
0.0 0.0 0.0
0.0 0.0 0.0
0.0 0.1 0.0
-0.2 -0.1 0.1
0.3 0.2 0.1
-0.1 0.0 0.2
-0.1 0.0 -0.5
-0.1 -0.1 0.5
0.2 0.1 0.0
0.0 -0.1 -0.3
0.0 0.0 0.0
0.0 0.0 0.0
0.0 0.0 0.0
0.1 0.0 0.0
0.0 0.0 0.0
0.0 0.1 0.0
0.0 -0.1 0.0
0.1 0.0 0.0
-0.1 -0.1 0.0
-0.1 -0.1 -0.1

Here are the Löwdin charges for atoms 1 to 6, given in e: C -0.10; C -0.27; C -0.18; C -0.08; N -0.11; N 0.14

The following is a DFT calculation (the ωB97M-V functional and the def2-TZVPD basis) of a structure of composition C5H10LaO3 in a non-equilibrium geometry.

Output
LUMO energy (alpha / beta) = -0.0563 / -0.1208 eV
gap between HOMO and LUMO (alpha / beta) = 5.06 / 7.26 eV
multiplicity = 2
E_tot = -453.6985 hartree
energy relative to the best compared isomer or geometry (same formula, charge and spin) = 0.0 kcal/mol
<S²> = 0.751

Element x y z (Å)
1 C 0.1132 2.5990 -3.5296
2 H 0.9729 2.0035 -3.1502
3 H -0.0410 2.3536 -4.5890
4 H 0.3522 3.6645 -3.4054
5 H -0.8030 2.3636 -2.9743
6 O 0.1949 -1.3498 -1.2305
7 C 1.0464 -0.4314 -1.0312
8 C 0.8285 0.2971 0.2950
9 O -0.2271 -0.2166 1.1093
10 C 0.2017 -1.0105 2.2213
11 C -0.9699 -1.8841 2.6454
12 O -1.4729 -2.5986 1.5718
13 La -1.8029 -1.6728 -0.3383
14 H 0.5864 1.3446 0.0474
15 H 1.7753 0.3054 0.8578
16 H 0.5459 -0.3503 3.0336
17 H 1.0411 -1.6500 1.8992
18 H -1.7393 -1.2261 3.1073
19 H -0.6024 -2.5411 3.4605

Atomic forces in eV per Å
0.5 -0.2 0.1
-0.7 0.3 -0.2
0.1 0.2 0.3
-0.2 -0.3 -0.2
0.3 0.0 -0.1
0.5 0.1 -0.2
0.9 0.6 -0.2
0.4 0.3 -0.3
-0.6 -0.3 0.1
0.3 -0.3 0.2
0.2 0.5 1.1
-0.1 -0.2 0.4
-1.3 -0.2 -0.3
0.1 -0.3 0.0
-0.2 0.0 -0.2
-0.1 -0.2 -0.2
-0.2 0.2 0.1
0.2 -0.3 -0.2
-0.2 0.1 -0.3

Here are the Löwdin charges for atoms 1 to 6, given in e: C -0.06; H 0.01; H 0.01; H 0.01; H 0.01; O -0.46